1.
# C39H42N3O4PPtTe

A molecular structure, C39H42N3O4PPtTe (wB97M-V/def2-TZVPD, the Open Molecules 2025 dataset).

Its energy is -2703.74084 Ha. The expectation value of S² is 6.034. Its spin multiplicity is 5. The value obtained for the LUMO energy (alpha / beta) is -9.996 / -12.899 eV. The total charge is +4. Its HOMO-LUMO gap (alpha / beta) is 0.270 / 0.180 Eh. The value obtained for the HOMO energy (alpha / beta) is -0.6373 / -0.6542 Eh.

Structure (XYZ):
```
91
Properties=species:S:1:pos:R:3:forces:R:3
Pt -0.6998 2.2860 0.6561 -0.1 0.2 0.1
Te 1.0041 -4.6824 0.1105 0.1 -0.2 0.0
P -1.0822 1.4586 -1.5192 0.0 -0.1 0.0
O -2.9014 4.2546 1.3272 0.0 0.0 0.0
O 0.4464 3.9541 1.2047 0.0 0.0 0.0
O -1.7647 1.4952 2.2985 0.0 0.1 0.0
O 0.8585 1.7146 2.5432 0.0 0.0 0.0
N -2.3072 3.7067 0.2001 0.1 0.0 0.0
N 2.3201 4.9548 1.9456 0.0 0.0 0.0
N -2.1525 1.4873 4.5172 0.0 -0.1 0.0
C 2.1159 -5.2280 -2.6451 0.0 0.0 0.0
C -0.0205 -8.4459 1.8306 0.0 0.0 0.0
C 3.0813 -5.2554 -3.6419 0.0 0.0 0.0
C 1.9735 2.5908 2.4839 0.0 0.0 0.0
C 0.1412 1.7463 3.7738 0.0 0.0 0.0
C 0.1064 0.2695 -2.1058 0.0 0.0 -0.1
C -2.3899 4.4369 -0.8437 0.0 0.0 0.0
C 3.7097 -4.1669 -1.1485 0.0 0.0 0.0
C 4.3512 -4.7454 -3.3964 0.0 0.0 0.0
C -3.8543 1.3540 -1.6891 0.0 0.0 -0.1
C -0.6832 3.9014 -4.7066 0.0 0.0 0.0
C 2.4442 -4.6847 -1.4047 0.0 0.0 0.0
C -5.0682 0.7199 -1.5157 0.0 0.0 0.0
C -1.7877 4.1457 -2.1429 0.0 0.0 0.0
C 1.9681 -1.5306 -3.0819 0.0 0.0 0.0
C -2.6721 0.7021 -1.3044 0.0 0.0 0.0
C 0.9917 -6.6708 0.5671 0.0 0.0 0.0
C -0.2861 -0.6928 -3.0426 0.0 0.0 0.0
C -3.9465 -1.1955 -0.5449 0.0 0.0 0.0
C 2.3582 -0.5725 -2.1525 0.0 0.0 0.0
C 0.0177 -7.1139 1.4853 0.0 0.0 0.0
C -0.5977 2.8402 -3.8058 0.0 0.0 0.0
C -2.7251 -0.5755 -0.7153 0.0 0.0 0.0
C 3.6005 4.9294 2.6758 0.0 0.0 0.0
C -1.1550 2.9354 -2.5354 0.0 0.0 0.0
C -1.6760 1.5678 5.9096 0.0 0.0 0.0
C 1.5570 3.9067 1.8440 0.0 0.0 0.0
C -5.1150 -0.5509 -0.9433 0.0 0.0 0.0
C 0.9016 -9.3337 1.2730 0.0 0.0 0.0
C 1.8686 -8.8932 0.3671 0.0 0.0 0.0
C 0.6530 -1.5887 -3.5285 0.0 0.0 0.0
C -3.6015 1.3186 4.3393 0.0 0.0 0.0
C -1.3260 5.0668 -4.3411 0.0 0.0 0.0
C 1.9216 -7.5648 0.0059 0.0 0.0 0.0
C 1.4297 0.3302 -1.6637 0.0 0.0 0.0
C 1.9469 6.2482 1.3498 0.0 0.0 0.0
C -1.3393 1.5740 3.5008 0.0 -0.1 0.0
C -1.8737 5.1827 -3.0657 0.0 0.0 0.0
C 4.6650 -4.2028 -2.1564 0.0 0.0 0.0
H 2.7328 2.1140 1.8600 0.0 0.0 0.0
H 4.1435 4.0059 2.4906 0.0 0.0 0.0
H -1.3107 -0.7406 -3.3910 0.0 0.0 0.0
H 2.8469 -5.6915 -4.6039 0.0 0.0 0.0
H -2.4990 1.2916 6.5613 0.0 0.0 0.0
H 2.6975 -2.2339 -3.4645 0.0 0.0 0.0
H -3.5897 3.6245 1.5919 0.0 0.0 0.0
H 2.0599 7.0186 2.1102 0.0 0.0 0.0
H -1.4061 5.8906 -5.0375 0.0 0.0 0.0
H -0.2516 3.7999 -5.6932 0.0 0.0 0.0
H 2.5783 -9.5949 -0.0489 0.0 0.0 0.0
H -2.9672 5.3550 -0.7521 0.0 0.0 0.0
H -4.1152 2.1332 4.8472 0.0 0.0 0.0
H -1.3692 2.5844 6.1541 0.0 0.0 0.0
H -0.6962 -6.4222 1.9158 0.0 0.0 0.0
H -3.9042 0.3738 4.7879 0.0 0.0 0.0
H -5.9809 1.1994 -1.8429 0.0 0.0 0.0
H 2.6722 -7.2183 -0.6913 0.0 0.0 0.0
H -3.9993 -2.1852 -0.1126 0.0 0.0 0.0
H 3.4344 5.0675 3.7441 0.0 0.0 0.0
H -2.3721 6.1021 -2.7840 0.0 0.0 0.0
H 5.1048 -4.7856 -4.1717 0.0 0.0 0.0
H 3.3863 -0.5289 -1.8191 0.0 0.0 0.0
H -0.8584 0.8727 6.0893 0.0 0.0 0.0
H 1.1336 -5.6441 -2.8340 0.0 0.0 0.0
H -0.7618 -8.8045 2.5311 0.0 0.0 0.0
H -3.8183 2.3223 -2.1712 0.0 0.0 0.0
H 0.9202 6.2189 1.0061 0.0 0.0 0.0
H -6.0698 -1.0446 -0.8176 0.0 0.0 0.0
H -1.8111 -1.0744 -0.4159 0.0 0.0 0.0
H -0.0993 1.9302 -4.1130 0.0 0.0 0.0
H 0.2991 2.6885 4.3073 0.0 0.0 0.0
H 2.4062 2.7481 3.4719 0.0 0.0 0.0
H 0.8684 -10.3795 1.5490 0.0 0.0 0.0
H 1.7333 1.0838 -0.9454 0.0 0.0 0.0
H -3.8502 1.3118 3.2846 0.0 0.0 0.0
H 5.6612 -3.8272 -1.9645 0.0 0.0 0.0
H 3.9671 -3.7668 -0.1755 0.0 0.0 0.0
H 4.2070 5.7530 2.3106 0.0 0.0 0.0
H 0.3600 -2.3279 -4.2620 0.0 0.0 0.0
H 2.6182 6.4647 0.5201 0.0 0.0 0.0
H 0.4928 0.9314 4.4105 0.0 0.0 0.0
```
Forces are in eV/Å.

2.
# C39H43As2ClRuSi2

A molecular structure, C39H43As2ClRuSi2 (wB97M-V/def2-TZVPD, the Open Molecules 2025 dataset).

Its energy is -7116.91576 Ha. The expectation value of S² is 6.027. Its spin multiplicity is 5. The value obtained for the LUMO energy (alpha / beta) is -6.372 / -8.941 eV. The total charge is +2. Its HOMO-LUMO gap (alpha / beta) is 0.218 / 0.138 Eh. The value obtained for the HOMO energy (alpha / beta) is -0.4522 / -0.4664 Eh.

Structure (XYZ):
```
88
Properties=species:S:1:pos:R:3:forces:R:3
Ru 1.0789 -0.3301 2.0023 0.2 -0.2 -0.7
As 0.5937 1.1079 3.8679 0.2 0.5 2.7
As -0.4551 -1.8216 3.0494 -1.3 -1.0 1.7
Cl -1.6580 1.4828 0.6722 0.7 -0.6 0.0
Si -0.8977 1.0138 -3.3235 -0.6 0.0 -0.5
Si -0.1282 0.2001 0.0547 -0.4 -0.2 -2.3
C -3.3690 -1.4583 -5.4612 -0.1 0.0 0.1
C -0.1375 3.7346 -3.8893 0.0 0.1 -0.6
C 2.6241 -2.0585 2.1303 0.9 0.5 -0.1
C 0.0177 -1.5288 4.9702 -0.3 0.1 -0.6
C -0.7016 -1.4672 -0.6658 -0.1 0.7 0.6
C 0.2811 4.5226 -6.1512 0.0 -0.1 0.2
C -2.0068 -1.5645 -1.1625 -0.1 -0.1 -0.1
C 0.3440 -2.2983 7.2279 -0.1 0.0 -0.3
C 0.1840 4.7726 -4.7781 0.0 -0.1 0.1
C -0.3729 2.4407 -4.3746 0.1 0.9 0.1
C -0.2696 2.2033 -5.7585 0.0 0.2 0.0
C -1.0960 2.0568 4.1409 0.0 -0.1 -0.3
C -4.4706 -0.6618 -5.7877 0.3 0.0 0.2
C -0.2978 -3.7780 -1.3205 0.2 0.1 0.1
C 3.3167 0.1348 1.7154 0.6 -0.7 0.7
C 1.9533 0.2540 -1.9079 0.3 0.1 -0.2
C 0.9053 -1.0643 7.5651 -0.1 0.1 -0.2
C 0.0602 3.2342 -6.6450 -0.1 -0.2 0.4
C 0.5289 -0.2690 5.3194 0.1 0.3 -0.5
C -2.4355 -2.7430 -1.7760 0.1 -0.1 0.1
C 1.3275 0.9674 -0.8771 -0.2 -0.1 0.8
C -2.4429 0.3543 -4.1274 -0.3 -0.4 0.4
C -2.3864 -1.5532 2.9392 0.3 -0.1 0.1
C 2.9549 0.8698 -2.6654 -0.2 -0.3 0.2
C -0.1210 -2.5350 5.9215 0.2 0.2 0.3
C 2.8556 2.8200 -1.2394 -0.1 0.0 0.2
C -2.3709 -0.9562 -4.6235 -0.2 0.1 -0.3
C 0.1410 -2.5881 -0.7276 0.1 -0.4 -0.1
C -1.5848 -3.8550 -1.8552 -0.1 0.4 0.0
C -3.5887 1.1212 -4.3971 0.0 -0.3 -0.3
C 3.4164 2.1443 -2.3273 -0.2 0.0 0.1
C 1.8951 2.3485 4.6059 -0.4 0.1 0.0
C 0.9812 -0.0310 6.6153 -0.2 -0.2 0.1
C -0.2787 -3.7489 2.8544 0.0 0.3 -0.1
C 3.5254 -0.1618 3.1052 0.5 0.9 -1.0
C 1.8071 2.2319 -0.5243 0.3 0.5 0.0
C 2.8238 -1.0700 1.0766 0.9 -0.5 0.8
C -4.5821 0.6240 -5.2482 0.0 0.0 0.2
C 3.0737 -1.4788 3.3615 -0.5 -0.7 -1.0
H 1.6231 -0.7618 -2.1406 0.2 0.4 -0.1
H 3.2374 3.8024 -0.9467 -0.2 -0.3 -0.1
H -2.8305 -2.3581 3.5358 -0.1 0.3 -0.1
H 1.3724 0.9507 6.8988 -0.1 -0.4 0.0
H -2.6326 -0.5697 3.3500 -0.1 -0.2 -0.1
H 2.8586 1.8637 4.7851 -0.3 0.2 0.0
H 0.3498 5.7840 -4.3987 -0.1 -0.3 -0.1
H 1.4595 2.7196 5.5435 0.3 0.1 -0.3
H -5.2422 -1.0507 -6.4506 0.2 0.1 0.1
H -0.4831 1.2066 -6.1511 0.1 0.2 0.1
H 4.2049 2.6147 -2.9168 -0.2 -0.2 0.2
H 3.6063 1.0419 1.1958 -0.1 -0.2 0.1
H 1.1544 -2.5572 -0.3154 -0.4 0.0 -0.2
H 0.1490 0.0430 -3.6035 0.1 -0.7 0.3
H 0.1282 3.0245 -7.7146 0.0 0.1 0.3
H -3.2801 -2.4749 -5.8506 -0.1 0.3 0.1
H -1.7765 1.3909 4.6856 0.1 0.3 -0.2
H -3.6923 2.1159 -3.9608 0.0 -0.2 -0.3
H -1.9202 -4.7649 -2.3561 0.1 0.3 0.2
H -0.5776 -3.4907 5.6514 0.2 0.2 0.2
H -3.4327 -2.7866 -2.2126 0.2 0.0 0.1
H -1.0125 1.2201 -1.8024 0.0 0.1 -1.1
H 0.6763 -4.0511 3.2962 -0.3 -0.1 -0.1
H -0.8589 2.9386 4.7448 -0.2 -0.1 -0.1
H -0.2402 3.9327 -2.8222 0.1 0.1 -0.2
H 3.3557 0.3415 -3.5304 0.0 0.2 0.3
H 4.0137 0.4954 3.8164 -0.2 -0.2 -0.1
H -1.1280 -4.1924 3.3862 0.3 -0.1 -0.2
H -5.4505 1.2401 -5.4935 0.3 -0.2 0.1
H -2.6721 -0.6987 -1.1042 0.1 -0.3 -0.1
H 1.3672 2.7514 0.3313 0.1 0.0 -0.3
H 0.3785 -4.6391 -1.3769 -0.3 0.4 0.0
H 2.3276 -3.0892 1.9680 0.0 0.2 0.1
H -2.6832 -1.6318 1.8886 0.0 0.0 0.2
H 3.1075 -1.9934 4.3176 -0.1 0.2 -0.1
H 2.8110 -1.2600 0.0124 0.0 0.1 0.1
H -1.5118 2.3324 3.1637 0.1 0.0 0.5
H 0.2696 -3.0892 7.9747 0.0 0.3 -0.2
H -1.5150 -1.5831 -4.3611 -0.2 0.2 -0.2
H -0.3203 -3.9804 1.7836 0.0 -0.1 0.3
H 0.5211 5.3313 -6.8446 -0.1 -0.2 0.3
H 1.2736 -0.8885 8.5773 -0.1 -0.1 -0.3
H 1.9771 3.1517 3.8654 0.2 0.0 0.4
```
Forces are in eV/Å.